# 1
{"formula": "C25H27GaNOS", "method": "ωB97M-V/def2-TZVPD", "de_lowest_kj_mol": 40.1, "charge": -1, "orbital_gap_ev": 7.11, "symbols": ["N", "C", "O", "Ga", "S", "H", "H", "H", "C", "C", "C", "C", "C", "C", "H", "H", "H", "H", "H", "H", "C", "C", "C", "C", "C", "C", "H", "H", "H", "H", "H", "H", "C", "C", "C", "C", "C", "C", "H", "H", "H", "H", "H", "H", "C", "C", "C", "C", "C", "C", "H", "H", "H", "H", "H", "H"], "coordinates": [[4.5471, -1.7460, -8.3734], [4.9835, -2.2938, -7.4576], [5.2072, -2.7552, -6.2477], [4.1575, -1.7928, -4.9405], [5.4697, -0.0206, -4.2421], [3.7081, -2.7775, -3.7728], [2.9020, -1.1376, -5.7110], [6.2564, 0.3620, -5.3075], [-0.7642, 0.4049, -1.9609], [0.5596, 0.1505, -2.2982], [1.1250, 0.7662, -3.4083], [0.3681, 1.6442, -4.1754], [-0.9548, 1.9017, -3.8356], [-1.5215, 1.2782, -2.7307], [-1.2056, -0.0787, -1.0967], [1.1514, -0.5294, -1.6958], [2.1551, 0.5627, -3.6756], [0.8108, 2.1276, -5.0381], [-1.5445, 2.5882, -4.4328], [-2.5555, 1.4742, -2.4680], [-3.1624, 3.8447, 1.1321], [-4.1891, 3.7614, 2.0649], [-4.9420, 2.5981, 2.1684], [-4.6617, 1.5142, 1.3451], [-3.6327, 1.5965, 0.4149], [-2.8855, 2.7628, 0.3050], [-2.5774, 4.7531, 1.0494], [-4.4032, 4.6045, 2.7116], [-5.7469, 2.5356, 2.8914], [-5.2457, 0.6050, 1.4289], [-3.4129, 0.7501, -0.2262], [-2.0866, 2.8277, -0.4242], [-1.1848, -2.5592, 0.4161], [-0.1820, -1.8617, 1.0799], [0.9804, -2.5162, 1.4665], [1.1449, -3.8660, 1.1806], [0.1442, -4.5619, 0.5139], [-1.0226, -3.9099, 0.1354], [-2.0935, -2.0490, 0.1174], [-0.3074, -0.8067, 1.2968], [1.7592, -1.9738, 1.9899], [2.0540, -4.3754, 1.4775], [0.2738, -5.6143, 0.2895], [-1.8051, -4.4542, -0.3800], [-0.2838, 0.2023, 5.1989], [0.7561, -0.1734, 6.0401], [2.0679, 0.1423, 5.7081], [2.3389, 0.8426, 4.5388], [1.2985, 1.2215, 3.6995], [-0.0124, 0.8979, 4.0272], [-1.3066, -0.0473, 5.4561], [0.5441, -0.7140, 6.9554], [2.8795, -0.1567, 6.3610], [3.3615, 1.0930, 4.2818], [1.5097, 1.7690, 2.7881], [-0.8234, 1.1889, 3.3692]], "forces_ev_per_angstrom": [[0.308, 0.121, -1.481], [-0.344, -0.650, 3.696], [0.151, 0.395, -2.552], [-0.801, 0.516, -0.067], [0.764, 0.340, -0.095], [0.389, 0.069, 0.007], [0.274, -0.258, 0.014], [-0.787, -0.513, 0.506], [0.017, 0.035, -0.022], [-0.017, 0.015, 0.021], [0.060, 0.017, 0.022], [-0.049, -0.008, 0.066], [0.043, -0.003, -0.007], [-0.030, 0.012, -0.003], [0.036, -0.004, -0.028], [-0.029, -0.004, -0.049], [-0.030, 0.003, -0.035], [0.003, -0.056, 0.027], [0.013, -0.039, 0.017], [0.015, 0.002, -0.040], [-0.042, -0.048, 0.025], [-0.001, -0.004, -0.015], [0.030, -0.010, -0.013], [0.010, 0.025, 0.008], [-0.008, 0.011, 0.025], [0.043, 0.035, 0.015], [-0.017, -0.040, -0.001], [0.003, -0.033, -0.029], [0.035, -0.001, -0.018], [0.024, 0.032, -0.006], [-0.006, 0.041, 0.013], [-0.021, -0.030, 0.032], [0.060, -0.011, 0.047], [-0.059, -0.016, -0.005], [0.008, -0.012, 0.000], [-0.048, 0.017, 0.004], [-0.005, 0.010, 0.032], [0.007, 0.020, 0.018], [0.029, -0.025, 0.001], [0.019, -0.038, 0.004], [-0.033, 0.000, -0.028], [-0.028, 0.025, -0.030], [0.000, 0.049, -0.004], [0.039, 0.024, -0.004], [0.030, 0.008, -0.004], [0.004, 0.002, -0.017], [-0.028, 0.023, -0.021], [-0.017, -0.020, 0.024], [-0.001, -0.003, -0.012], [-0.006, 0.002, 0.005], [0.039, 0.004, -0.020], [0.010, 0.009, -0.044], [-0.029, 0.015, -0.022], [-0.042, -0.015, -0.003], [-0.011, -0.039, 0.028], [0.024, 0.001, 0.021]], "lowdin_charge": [0.079, -0.551, -0.248, 0.057, 0.141, -0.109, -0.082, -0.250, -0.103, -0.074, -0.075, -0.083, -0.102, -0.123, 0.066, 0.103, 0.076, 0.105, 0.096, 0.086, -0.094, -0.103, -0.104, -0.097, -0.095, -0.089, 0.100, 0.097, 0.097, 0.099, 0.088, 0.092, -0.104, -0.102, -0.088, -0.093, -0.097, -0.095, 0.092, 0.092, 0.100, 0.100, 0.099, 0.099, -0.097, -0.102, -0.102, -0.098, -0.096, -0.101, 0.099, 0.097, 0.098, 0.100, 0.104, 0.098]}

***

# 2
{"formula": "C25H27IN5O5P", "method": "ωB97M-V/def2-TZVPD", "orbital_gap_ev": 7.08, "symbols": ["C", "C", "C", "C", "C", "C", "C", "C", "I", "C", "C", "C", "N", "C", "O", "C", "C", "C", "P", "N", "O", "C", "O", "N", "O", "C", "O", "H", "H", "H", "H", "H", "H", "H", "H", "H", "H", "H", "H", "H", "H", "H", "H", "H", "N", "C", "C", "C", "C", "H", "H", "H", "H", "H", "N", "C", "C", "C", "C", "H", "H", "H", "H", "H"], "coordinates": [[6.2396, 0.0700, 0.6752], [5.6450, 0.1542, -0.3640], [4.8424, 0.2936, -1.5989], [3.3589, 0.6192, -1.2650], [2.3778, -0.5353, -1.6592], [0.9871, -0.1940, -1.1270], [0.4358, -0.8354, 0.0112], [1.0893, -1.9664, 0.8086], [2.9625, -1.4295, 1.7105], [1.1000, -3.2870, -0.0542], [2.4508, -4.0146, -0.1957], [-0.8396, -0.4203, 0.4420], [-1.4751, -0.9967, 1.6069], [-1.2432, -0.3720, 2.6347], [-1.0302, 0.2152, 3.6069], [-1.5406, 0.5548, -0.2504], [-0.9931, 1.1611, -1.3806], [0.2784, 0.8036, -1.8491], [0.9930, 1.5905, -3.3928], [0.8678, 3.2876, -3.2183], [-0.1106, 1.2198, -4.5909], [-2.0016, 2.1805, -1.8829], [-1.9456, 2.8690, -2.8495], [-3.0991, 2.1339, -0.9577], [-3.3233, 3.4554, -0.4964], [-2.9112, 1.1405, 0.0255], [-3.6757, 0.7981, 0.8792], [6.5698, -0.1824, 1.6603], [5.2595, 1.1577, -2.1323], [4.9411, -0.5815, -2.2483], [3.0507, 1.5344, -1.7828], [3.1990, 0.8048, -0.1986], [2.3782, -0.5369, -2.7555], [2.7345, -1.4919, -1.2780], [0.4142, -2.1383, 1.6443], [0.7418, -3.0277, -1.0541], [0.4279, -3.9903, 0.4481], [2.3073, -4.8050, -0.9487], [3.2687, -3.3912, -0.5616], [2.7301, -4.5405, 0.7225], [1.8118, 3.6556, -3.1837], [0.3858, 3.5452, -2.3607], [-0.2791, 0.2677, -4.5395], [-3.2258, 3.4537, 0.4683], [-3.0675, 2.3968, 6.8045], [-2.8090, 2.7558, 8.0997], [-1.4538, 2.7042, 8.2873], [-0.8709, 2.3021, 7.0551], [-1.8915, 2.1222, 6.1601], [-3.9796, 2.3426, 6.3907], [-3.6087, 3.0148, 8.7728], [-0.9366, 2.9302, 9.2050], [0.1775, 2.1615, 6.8501], [-1.8832, 1.8239, 5.1278], [-2.1312, -1.3008, -3.5876], [-3.1259, -1.4279, -4.5201], [-3.4120, -2.7603, -4.6482], [-2.5602, -3.4657, -3.7548], [-1.7844, -2.5385, -3.1137], [-1.7189, -0.4343, -3.2931], [-3.5401, -0.5622, -5.0087], [-4.1508, -3.1841, -5.3077], [-2.5237, -4.5315, -3.6010], [-1.0184, -2.6489, -2.3643]], "forces_ev_per_angstrom": [[-0.350, -0.396, 0.210], [-0.191, -0.198, -0.391], [0.116, 0.841, 0.638], [-0.432, -0.702, 0.121], [0.204, 0.916, 0.326], [0.236, -0.163, -0.834], [-0.044, 0.461, 0.232], [-0.723, -0.219, -0.902], [-0.272, 0.036, 0.140], [1.070, 0.274, 0.537], [-0.533, -0.644, -0.488], [-0.382, -0.289, -0.001], [0.730, 0.501, 0.008], [-0.168, -0.098, -0.199], [-0.131, -0.166, 0.160], [-0.178, 0.296, -0.543], [-0.049, -0.373, 0.382], [-1.078, 0.519, 0.106], [1.386, -0.334, -1.043], [-0.246, -0.932, 0.805], [-0.281, 0.193, 1.118], [0.575, -1.029, 0.406], [-0.126, 0.302, 0.178], [0.281, 0.726, -0.040], [-0.854, 0.154, -0.070], [1.228, -0.991, -0.134], [-0.209, 0.758, 0.164], [0.270, 0.287, -0.239], [-0.031, -0.301, -0.135], [-0.026, 0.079, 0.159], [0.059, -0.243, -0.036], [0.412, 0.071, -0.130], [-0.191, -0.360, 0.184], [-0.005, 0.127, -0.055], [0.445, -0.018, 0.012], [-0.145, -0.199, 0.182], [-0.186, 0.204, -0.391], [0.064, 0.161, 0.150], [-0.085, 0.008, 0.256], [0.130, 0.382, -0.052], [-0.085, 0.044, -0.098], [-0.194, 0.404, -0.402], [0.071, 0.023, -0.391], [-0.009, -0.250, -0.055], [0.084, 0.050, 0.037], [-0.065, -0.021, 0.004], [-0.013, 0.019, 0.028], [0.011, 0.003, -0.027], [-0.083, 0.020, 0.004], [0.011, 0.002, 0.002], [0.025, -0.008, 0.012], [-0.009, 0.000, -0.009], [-0.013, -0.001, -0.003], [0.019, -0.018, 0.017], [0.035, -0.019, -0.048], [-0.004, 0.044, -0.056], [-0.007, 0.033, 0.004], [0.020, -0.017, 0.026], [0.077, 0.004, 0.030], [-0.140, 0.048, 0.118], [0.006, -0.014, -0.001], [0.004, 0.007, 0.011], [-0.004, 0.013, 0.002], [-0.028, -0.004, -0.001]], "lowdin_charge": [0.067, -0.173, -0.183, -0.220, -0.187, -0.155, -0.155, -0.631, 1.014, -0.250, -0.168, -0.120, 0.189, -0.269, 0.214, -0.016, -0.087, -0.205, 0.883, -0.145, -0.292, -0.339, 0.163, 0.003, 0.053, -0.337, 0.163, 0.027, 0.115, 0.118, 0.064, 0.063, 0.086, 0.068, 0.049, 0.085, 0.115, 0.079, 0.036, 0.067, 0.028, 0.033, 0.024, 0.116, 0.001, -0.146, -0.115, -0.109, -0.142, 0.142, 0.103, 0.088, 0.089, 0.079, 0.009, -0.126, -0.104, -0.104, -0.132, 0.094, 0.113, 0.092, 0.092, 0.086]}

***

no.,molecular weight (g/mol)
1,459.287
2,635.399